Record 1
CHNO3S | the ωB97M-V functional and the def2-TZVPD basis

Values from the calculation:
HOMO level in eV: -11.67
HOMO-LUMO gap in Eh: 0.42485
ΔE to the lowest compared entry with this formula, charge and spin in kcal per mole: 43.05
Calculated total energy in Ha: -717.298544
SMILES: O=S(=O)=O.C#N

Geometry as XYZ:
```
7
Properties=species:S:1:pos:R:3:forces:R:3
O 3.544 -1.402 -0.161 -0.18 1.36 0.04
S 3.593 0.035 -0.065 0.80 -1.35 -0.11
O 3.156 0.850 -1.130 0.34 0.20 -0.65
O 4.299 0.613 1.025 -0.43 0.02 0.14
C 0.318 -0.618 0.201 -4.38 -3.40 -1.30
N 1.157 0.120 0.280 2.00 1.72 1.11
H -0.548 -1.323 -0.056 1.85 1.44 0.77
```
Positions in Å, forces in eV/Å.

***

Record 2
CHNO5S | the ωB97M-V functional and the def2-TZVPD basis

Values from the calculation:
HOMO level in eV: -9.80
HOMO-LUMO gap in Eh: 0.33944
ΔE to the lowest compared entry with this formula, charge and spin in kcal per mole: 47.07
Calculated total energy in Ha: -867.689546

Geometry as XYZ:
```
9
Properties=species:S:1:pos:R:3:forces:R:3
C 0.842 -0.697 -1.909 -1.61 -1.16 2.17
N 1.846 -1.664 -2.544 -0.50 -0.81 -0.05
O 2.920 -1.832 -2.049 0.56 0.70 0.83
O 0.841 0.461 -2.098 0.03 0.45 -0.43
O 1.434 -2.257 -3.507 -0.71 0.19 -0.58
O -1.081 0.586 0.278 1.18 2.09 -2.90
O 0.046 -1.423 -1.031 1.70 0.32 -1.21
S -1.408 -0.913 -0.297 0.54 1.34 -0.75
H -0.845 1.321 -0.526 -1.21 -3.10 2.93
```
Positions in Å, forces in eV/Å.

***

Record 3
CHNO5S2 | the ωB97M-V functional and the def2-TZVPD basis

Values from the calculation:
HOMO level in eV: -0.09
HOMO-LUMO gap in Eh: 0.23676
Total charge: -2
ΔE to the lowest compared entry with this formula, charge and spin in kcal per mole: 30.41
Calculated total energy in Ha: -1266.014552

Geometry as XYZ:
```
10
Properties=species:S:1:pos:R:3:forces:R:3
C -0.161 -0.692 0.010 -3.32 3.45 -1.80
N -1.486 0.017 -0.160 5.12 -0.50 0.34
O -0.114 1.888 1.207 0.15 -0.33 -0.24
O -3.847 -0.126 -1.275 0.51 -0.05 0.28
O -0.002 -1.869 -0.194 0.65 -0.75 0.47
O -0.775 2.455 -1.137 -0.40 -1.28 2.14
O -3.482 -0.473 1.199 0.13 -0.95 -2.48
S -1.226 1.861 0.217 -0.59 1.20 -2.00
S -3.012 -0.826 -0.254 -0.91 0.78 3.05
H 0.680 0.120 0.121 -1.36 -1.56 0.23
```
Positions in Å, forces in eV/Å.

***

Record 4
CHNOS | the ωB97M-V functional and the def2-TZVPD basis

Values from the calculation:
HOMO level in eV: -9.75
HOMO-LUMO gap in Eh: 0.31319
ΔE to the lowest compared entry with this formula, charge and spin in kcal per mole: 82.82
Calculated total energy in Ha: -566.698437

Geometry as XYZ:
```
5
Properties=species:S:1:pos:R:3:forces:R:3
C -0.543 0.039 -0.052 -0.58 0.11 1.11
N 0.665 0.329 -0.620 3.23 -2.81 1.77
O 0.015 1.209 0.412 -0.91 -1.44 -0.44
S -1.797 -0.979 0.142 1.33 1.29 -0.28
H 1.659 -0.598 0.118 -3.07 2.85 -2.16
```
Positions in Å, forces in eV/Å.

***

Record 5
CHNOS | the ωB97M-V functional and the def2-TZVPD basis

Values from the calculation:
HOMO level (alpha / beta) in eV: -10.14 / -9.95
HOMO-LUMO gap (alpha / beta) in Eh: 0.28603 / 0.32808
ΔE to the lowest compared entry with this formula, charge and spin in kcal per mole: 108.05
Calculated total energy in Ha: -566.658227

Geometry as XYZ:
```
5
Properties=species:S:1:pos:R:3:forces:R:3
C 0.551 0.018 -0.026 2.52 -0.68 -0.73
N 0.248 -0.803 0.846 1.20 -0.22 -0.56
O -2.012 0.044 -0.142 -1.38 -0.18 -0.63
S -0.936 0.493 0.693 -1.10 1.33 0.90
H 2.149 0.248 -1.371 -1.25 -0.24 1.03
```
Positions in Å, forces in eV/Å.

***

Record 6
CHNOS2 | the ωB97M-V functional and the def2-TZVPD basis

Values from the calculation:
HOMO level in eV: -9.43
HOMO-LUMO gap in Eh: 0.28278
ΔE to the lowest compared entry with this formula, charge and spin in kcal per mole: 23.16
Calculated total energy in Ha: -964.996165

Geometry as XYZ:
```
6
Properties=species:S:1:pos:R:3:forces:R:3
C 0.441 -0.681 0.630 -1.00 1.84 -0.75
N 0.569 0.532 -0.247 -0.04 -1.72 -0.23
O -1.662 1.186 -1.252 -3.06 -0.16 -0.18
S 1.378 -0.968 1.947 -1.16 0.32 -1.78
S -0.262 1.222 -1.346 3.64 -0.82 2.21
H -0.463 -1.290 0.266 1.62 0.53 0.72
```
Positions in Å, forces in eV/Å.

***

Record 7
CHNOS2 | the ωB97M-V functional and the def2-TZVPD basis

Values from the calculation:
HOMO level (alpha / beta) in eV: -8.62 / -8.61
HOMO-LUMO gap (alpha / beta) in Eh: 0.27297 / 0.27351
ΔE to the lowest compared entry with this formula, charge and spin in kcal per mole: 9.76
Calculated total energy in Ha: -965.017527
SMILES: O=C=S.N=S

Geometry as XYZ:
```
6
Properties=species:S:1:pos:R:3:forces:R:3
O 2.102 -0.872 -1.192 -0.66 -0.10 -0.26
C 2.798 -0.428 -0.390 0.24 -0.70 -0.84
S 3.875 0.056 0.587 0.70 0.64 1.04
N 0.167 0.697 0.176 0.00 1.89 2.04
S 0.074 1.920 -0.741 -0.09 0.17 -0.52
H 0.160 -0.198 -0.203 -0.19 -1.91 -1.46
```
Positions in Å, forces in eV/Å.

***

Record 8
CHNP2S2 | the ωB97M-V functional and the def2-TZVPD basis

Values from the calculation:
HOMO level in eV: -8.99
HOMO-LUMO gap in Eh: 0.31100
ΔE to the lowest compared entry with this formula, charge and spin in kcal per mole: 19.61
Calculated total energy in Ha: -1572.485990
SMILES: [H]/N=P\C12SP1S2

Geometry as XYZ:
```
7
Properties=species:S:1:pos:R:3:forces:R:3
H -1.885 1.444 -0.946 -0.03 -0.15 -0.47
N -1.745 1.632 0.033 1.40 -1.11 0.97
P -0.735 0.836 0.936 -0.10 -0.17 -0.77
C 0.327 -0.648 0.146 -0.82 2.50 -0.17
S 0.864 -0.998 -1.516 0.31 -0.03 -0.06
P 2.178 -0.430 0.119 -1.40 -0.24 -0.11
S 0.996 -1.835 1.228 0.63 -0.79 0.61
```
Positions in Å, forces in eV/Å.

***

Record 9
CHNP2S2 | the ωB97M-V functional and the def2-TZVPD basis

Values from the calculation:
HOMO level in eV: -8.74
HOMO-LUMO gap in Eh: 0.27761
ΔE to the lowest compared entry with this formula, charge and spin in kcal per mole: 2.29
Calculated total energy in Ha: -1572.513589
SMILES: N=C=P#S#P=S

Geometry as XYZ:
```
7
Properties=species:S:1:pos:R:3:forces:R:3
N 1.060 -1.015 -1.857 1.70 -2.00 -2.45
C 0.482 -0.168 -1.282 -0.10 0.87 1.26
P -0.491 0.989 -0.715 -2.01 1.51 1.38
S 0.199 1.379 1.310 0.34 -0.05 -0.08
P -0.880 0.422 2.903 0.37 0.32 -0.76
S -2.090 -0.870 2.244 -0.28 -0.28 -0.07
H 1.720 -0.738 -2.604 -0.03 -0.38 0.73
```
Positions in Å, forces in eV/Å.

***

Record 10
CHNS2 | the ωB97M-V functional and the def2-TZVPD basis

Values from the calculation:
HOMO level in eV: -9.52
HOMO-LUMO gap in Eh: 0.32842
ΔE to the lowest compared entry with this formula, charge and spin in kcal per mole: 2.15
Calculated total energy in Ha: -889.797653
SMILES: N#CSS

Geometry as XYZ:
```
5
Properties=species:S:1:pos:R:3:forces:R:3
N -1.930 0.374 -0.089 2.28 -2.19 0.16
C -1.020 -0.379 -0.111 -2.17 2.06 -0.52
S 0.424 -1.261 -0.249 -0.48 -0.66 0.06
S 1.715 0.362 -0.178 0.05 0.11 -0.15
H 0.811 0.904 0.627 0.32 0.68 0.45
```
Positions in Å, forces in eV/Å.

***

Record 11
CHNa6O4 | the ωB97M-V functional and the def2-TZVPD basis

Values from the calculation:
HOMO level in eV: -18.37
HOMO-LUMO gap in Eh: 0.11932
Total charge: +3
Calculated total energy in Ha: -1311.974077

Geometry as XYZ:
```
12
Properties=species:S:1:pos:R:3:forces:R:3
Na -10.506 0.135 8.400 -2.98 6.16 -1.54
Na -11.139 -2.336 7.244 -4.86 -0.57 -6.44
Na -8.774 -1.976 7.135 6.79 7.99 -9.75
Na -9.028 -2.924 9.212 3.78 -9.75 5.03
Na -8.176 -0.780 9.011 7.05 3.52 1.83
Na -10.398 -1.274 10.322 -2.49 -0.31 5.29
O -9.708 -1.528 8.514 -7.38 5.92 0.96
H -10.589 -1.950 8.539 1.27 -1.26 2.48
C -10.037 -4.156 7.457 0.38 -7.68 -4.87
O -10.814 -3.866 8.382 -3.00 1.95 6.03
O -8.959 -3.572 7.273 2.85 -5.57 1.32
O -10.336 -5.041 6.672 -1.42 -0.41 -0.35
```
Positions in Å, forces in eV/Å.

***

Record 12
CHO2S2 | the ωB97M-V functional and the def2-TZVPD basis

Values from the calculation:
HOMO level (alpha / beta) in eV: -3.01 / -3.00
HOMO-LUMO gap (alpha / beta) in Eh: 0.17948 / 0.17927
Total charge: -1
ΔE to the lowest compared entry with this formula, charge and spin in kcal per mole: 119.04
Calculated total energy in Ha: -985.447879

Geometry as XYZ:
```
6
Properties=species:S:1:pos:R:3:forces:R:3
C -0.676 0.638 -0.082 0.86 1.88 0.02
O 2.319 0.245 0.589 -1.76 -1.20 -0.77
O -1.235 -2.018 -0.285 0.44 0.03 0.12
S -0.486 2.216 -0.130 -0.09 -1.47 0.11
S -1.676 -0.605 -0.269 -0.69 -0.26 -0.08
H 1.754 -0.477 0.176 1.23 1.02 0.60
```
Positions in Å, forces in eV/Å.